A structure of composition C17H25AlBrN5OSSi, computed with ωB97M-V/def2-TZVPD.

Calculated values
**Total energy**: -4515.56920 Eh
**Orbital gap**: 0.2830 Ha
**Net charge**: +2

Cartesian coordinates (Å):
Br 1.6373 0.7818 -2.1131
S 2.0860 -0.8313 1.2894
Si -2.6629 1.8297 -1.4680
Al 0.0304 0.2301 -0.0348
O 1.7688 -3.9594 -4.2104
N -0.2895 -1.3533 2.3793
N 1.3629 -2.8873 2.8085
N 0.1597 2.1072 0.7909
N 0.5239 -1.4790 -1.1909
N -0.4902 -0.0864 1.8788
C -0.8467 3.4121 2.5243
C 0.1739 -2.7742 -1.1716
C 0.4429 4.4775 0.8192
C -1.5856 2.9057 -2.5541
C -3.2817 2.8340 -0.0069
C 1.2649 -1.0797 -2.2167
C -1.5012 0.7586 3.9336
C -0.9137 0.8986 2.5719
C -1.7153 0.3161 -0.9087
C -0.5819 2.2049 1.9262
C 0.5579 -3.6607 -2.1483
C 1.7137 -1.8511 -3.2496
C 1.0178 -1.7591 2.2077
C 0.6538 3.2219 0.2641
C -4.1219 1.2655 -2.4603
C 1.3414 -3.1988 -3.2107
C -0.3261 4.5748 1.9576
H 2.3143 -3.2110 2.7204
H -1.3836 2.4146 -3.5096
H -2.0836 3.8524 -2.7773
H -2.3384 0.0585 3.9020
H -2.4136 -0.2707 -0.2907
H -1.4476 3.4681 3.4191
H -0.5203 5.5362 2.4138
H -3.4196 2.2276 0.8935
H -4.8083 0.6671 -1.8562
H -0.4479 -3.0947 -0.3452
H -4.2569 3.2631 -0.2478
H -4.6819 2.1215 -2.8452
H -1.6176 -0.2722 -1.8305
H -0.7509 0.3712 4.6292
H 0.7411 -3.4073 3.4083
H 1.2501 3.1182 -0.6317
H -0.8329 -1.6623 3.1757
H -0.6239 3.1481 -2.0940
H 2.3143 -1.4624 -4.0587
H -1.8698 1.6971 4.3317
H -3.8101 0.6612 -3.3153
H 0.8810 5.3484 0.3532
H 0.2448 -4.6947 -2.0930
H -2.6178 3.6687 0.2313
H 1.4700 -4.8766 -4.1305

=====

An isolated molecule of C18H15ClFN3O4S in a non-equilibrium geometry, computed with ωB97M-V/def2-TZVPD.

Calculated values
**SMILES**: CCOC(=O)Cc1csc(NC(=O)c2c(-c3c(F)cccc3Cl)noc2C)n1
**Total energy**: -2117.69037 Eh
**Orbital gap**: 0.2874 Ha

Cartesian coordinates (Å):
Cl -4.1077 -0.0607 1.7615
S 3.0932 -1.7448 -2.5114
F -0.8145 -0.9011 -1.9394
O 1.3755 3.1252 -0.3515
O 2.7171 2.5450 1.7617
O -0.2006 0.7354 2.1926
O -0.4150 -3.2433 0.5981
N -1.1837 0.7595 1.6467
N 2.2645 0.0022 -0.3443
N 1.3454 -2.4486 -0.4418
C -2.9878 -1.3950 -2.1850
C -2.0582 -1.0628 -1.4250
C 2.2303 -1.3486 -1.0454
C 0.1965 -2.1824 0.2638
C -4.4354 -1.2264 -2.1707
C 0.2231 3.4641 0.4298
C 0.4705 4.9520 0.5131
C 3.5731 1.9767 -0.6822
C 3.2166 0.6162 -1.1776
C 3.5982 0.0384 -2.2002
C -1.2289 -0.1462 0.7274
C -4.7879 -0.8166 -0.6053
C -0.1041 -0.8629 1.1321
C 1.8810 -0.5353 2.6624
C -2.1863 -0.6485 -0.0402
C 0.6669 -0.2440 2.0531
C -3.7257 -0.2870 0.3781
C 2.5575 2.5328 0.4501
H -5.2291 -1.4843 -2.4687
H 3.7445 2.5710 -1.4148
H -0.5986 3.2055 -0.1077
H -5.6356 -0.7249 -0.1555
H 1.6008 5.1496 1.1159
H 4.3822 0.2608 -2.7325
H 4.6576 1.7204 0.0004
H -0.2636 5.4755 0.9829
H -2.8388 -1.6699 -3.3941
H 1.7386 -0.6275 3.7517
H 0.4924 5.3659 -0.3917
H 2.4302 -1.1945 2.2628
H 1.3594 -3.1638 -1.0622
H 0.2257 2.9921 1.3750
H 2.4997 0.2231 2.5219

=====

An isolated molecule of C4H8N4 in a non-equilibrium geometry, computed with ωB97M-V/def2-TZVPD.

Calculated values
**SMILES**: [H]/N=C\NC(=N/[H])/C(C)=N\[H]
**Total energy**: -376.21133 Eh
**Orbital gap**: 0.3820 Ha

Cartesian coordinates (Å):
N 0.6022 -1.0523 -0.9581
N -1.7575 -1.4644 -0.8408
N -0.3880 0.1896 2.0054
N 2.2477 -0.0937 0.3637
C 0.9975 -0.2223 0.0466
C -0.5996 -1.5244 -1.3904
C -0.5720 1.8118 0.1831
C -0.0218 0.5798 0.8279
H 2.3446 0.5612 1.1528
H -1.6502 1.6974 0.0428
H -1.7240 -1.0164 0.0807
H 0.1096 -0.6725 2.2671
H 1.4076 -1.4155 -1.4577
H -0.3836 2.6739 0.8287
H -0.5109 -2.0380 -2.3636
H -0.1017 1.9858 -0.7882

=====

A structure of composition C21H25IInN4OS in a non-equilibrium geometry, computed with ωB97M-V/def2-TZVPD.

Calculated values
**⟨S²⟩**: 0.7605
**Spin multiplicity**: 2
**Total energy**: -1995.39606 Eh
**Orbital gap (spin up / spin down)**: 0.2505 / 0.2239 Ha

Cartesian coordinates (Å):
I 3.0189 -2.5821 0.8367
In 0.7958 -0.0421 -0.5792
S -1.6945 2.7378 -2.9068
O -0.2950 1.9991 -0.3954
N -0.3919 -0.2248 -2.9554
N 0.8752 -2.4126 -1.9822
N -1.3755 -1.4005 -0.5862
N -0.4972 3.2908 -0.5581
C 1.8576 -1.1106 5.3255
C 2.4767 -1.8516 2.7354
C -1.1365 3.7742 -1.6820
C 3.2345 -2.3078 3.7736
C -1.3081 5.1768 -1.7428
C -0.4753 0.4240 2.1809
C 0.5751 -0.4060 1.8664
C 0.5328 -0.8153 -3.9076
C -1.7496 -0.7587 -2.9729
C 1.2237 -2.1109 -3.3668
C 2.9244 -1.9211 5.0921
C -1.1414 -2.8408 -0.5994
C 1.0629 -0.6202 4.2613
C -0.2290 5.4657 0.3676
C -0.2682 -3.3024 -1.7724
C -2.3195 -0.8482 -1.5577
C 1.3716 -0.9654 2.9048
C -0.7956 0.7310 3.5229
C -0.0382 0.2262 4.5325
C -0.8773 6.0101 -0.7456
C -0.0484 4.1148 0.4173
H -1.7011 -1.1482 0.3407
H -0.6204 -3.0886 0.3282
H -2.5398 0.1722 -1.2369
H 0.1255 6.0837 1.1793
H 3.5348 -2.2873 5.9073
H -1.0398 7.0775 -0.8202
H -3.2565 -1.4199 -1.5872
H 0.4489 3.6093 1.2317
H -0.2589 0.4729 5.5646
H -1.7478 -1.7364 -3.4552
H -2.0840 -3.4029 -0.6188
H -0.4486 0.7902 -3.0765
H 0.9907 -2.9505 -4.0293
H -0.8660 -3.3448 -2.6812
H 2.3016 -1.9555 -3.4042
H 1.5969 -0.8221 6.3373
H -1.7943 5.5644 -2.6256
H -1.6300 1.3887 3.7376
H 4.0770 -2.9606 3.5927
H 0.0362 -1.0425 -4.8566
H 1.3105 -0.0811 -4.1164
H -1.0591 0.8798 1.3895
H 0.0582 -4.3241 -1.5573
H 1.6789 -2.7898 -1.5035
H -2.4209 -0.1137 -3.5464

=====

The ion C5H3NO4 with charge -2 in a non-equilibrium geometry, computed with ωB97M-V/def2-TZVPD.

Calculated values
**SMILES**: CC(C#N)(C(=O)[O-])C(=O)[O-]
**Total energy**: -548.05629 Eh
**Orbital gap**: 0.2776 Ha
**Net charge**: -2

Cartesian coordinates (Å):
O 1.4843 1.6651 -0.9418
O 2.5665 -0.1223 -0.2156
O -0.1265 -2.1577 -1.1141
O -0.4383 -2.1656 1.0969
N 0.4135 0.8215 2.5399
C -1.1435 0.5777 -0.5406
C 0.2295 0.3348 1.4947
C 1.5372 0.5271 -0.4039
C -0.1364 -1.5954 -0.0104
C 0.0728 -0.0555 0.1237
H -1.8729 0.7094 0.2497
H -1.7099 -0.1910 -1.3081
H -0.8763 1.6519 -0.9704

=====

A cluster of 2 separate species, C3H8O2 in total in a non-equilibrium geometry, computed with ωB97M-V/def2-TZVPD.

Calculated values
**SMILES**: C=C(C)O.O
**Total energy**: -269.51301 Eh
**Orbital gap**: 0.3412 Ha

Cartesian coordinates (Å):
O -1.1857 -0.5176 -2.6335
O 0.2289 -0.1778 -0.4072
C 0.2030 0.1862 0.9291
C -0.7756 0.8194 1.5407
C 1.6834 -0.1928 1.4446
H -1.0693 -1.4141 -2.8472
H -0.2318 0.3244 -1.0639
H -0.7960 1.2553 2.6150
H -1.7525 -0.2519 -3.3870
H -1.5958 1.2305 0.9458
H 1.8889 -0.8404 2.2989
H 2.3424 0.7689 1.8251
H 2.2032 -0.3861 0.4524

=====

A cluster of 13 separate species, C26H78O22 in total in a non-equilibrium geometry, computed with ωB97M-V/def2-TZVPD.

Calculated values
**Total energy**: -2692.51551 Eh
**Orbital gap**: 0.3725 Ha

Cartesian coordinates (Å):
O 0.8200 0.2804 0.7308
O 2.4733 -1.9300 -2.2807
O -5.3044 -1.0117 1.1904
O -4.0028 0.7752 -4.2394
O -0.1944 1.7621 6.0515
O -0.1024 -2.0982 -0.5840
O 4.4816 3.2684 0.2221
O 1.7973 -4.7031 0.5611
O -0.4563 -1.4704 -4.1670
O -2.3222 1.7664 -2.3472
O -0.8059 -0.8101 4.1044
O 0.2483 2.5716 -2.5753
O 2.9989 -1.5903 0.7543
O -3.0687 0.9201 4.8151
O 2.3590 0.7640 -1.4025
O 4.0272 -3.7444 -0.8757
O 1.7172 6.0495 -0.7506
O -1.7243 2.7599 2.9207
O 0.6149 1.3637 3.2276
O -1.6813 -2.7254 2.3500
O -0.6338 -3.4499 -6.2451
O -0.9308 -4.8606 -0.5584
C -0.3136 -2.7198 2.5689
C -0.5447 0.0619 0.3539
C -2.9999 2.1438 2.7543
C -4.7356 -1.2480 -0.1114
C 1.3192 5.5284 1.5391
C 1.2716 -5.7978 -0.1340
C -1.6103 -3.0918 -5.3813
C 3.3153 -1.9874 2.0943
C 3.5324 1.4267 -1.0383
C -0.5355 -0.7717 -0.9320
C 1.3331 6.6332 0.5116
C 1.0370 3.3370 -3.4779
C -1.1053 -2.6484 -4.0247
C 1.0606 1.5016 5.5901
C 1.3799 2.0451 4.2312
C 3.2537 2.6221 -0.1858
C 3.4968 -2.6247 -2.9939
C 3.7535 -0.8674 2.9748
C -4.4750 1.8932 -3.5047
C 3.8481 -3.9014 -2.2911
C -0.1528 -2.0959 3.9780
C 0.2828 4.6059 -3.6762
C -0.1955 -5.8875 0.1531
C -3.2867 2.6439 -2.9357
C -5.6873 -0.8400 -1.1637
C -3.7832 1.7996 3.9782
H -3.5442 2.9234 2.3062
H -6.1005 -1.5485 1.1367
H 3.0257 -4.6509 -2.5250
H -1.0991 0.9860 0.1880
H 0.1725 0.5797 3.6446
H -4.1086 2.6674 4.5562
H -3.5861 3.4279 -2.1964
H 4.5117 -0.3175 2.4743
H 4.3954 -1.9808 -3.0247
H -0.5501 -6.8739 -0.2329
H 0.8097 1.8670 -2.2312
H -1.8398 -2.6063 -3.1962
H -3.4066 0.8946 5.7303
H 2.4608 1.9378 4.0544
H -6.0560 0.1890 -1.0087
H 5.0416 2.6613 0.7197
H -5.2414 -0.8650 -2.1899
H -0.7527 4.3357 -3.8536
H 1.9387 7.4864 0.8025
H 4.2777 0.7882 -0.5800
H -1.4617 2.0291 -2.6595
H -1.0494 -0.5460 1.1835
H 2.2270 -0.9820 0.7434
H 0.8564 -1.7715 4.1717
H -0.0456 -1.1792 -3.3526
H -1.7792 -0.8086 3.9103
H -3.3037 0.3979 -3.7020
H -2.2452 -2.3090 -5.7331
H 1.7662 1.9020 6.2799
H -2.8690 3.2621 -3.7951
H 0.6128 5.1647 -4.5700
H -0.2881 -2.8002 -6.8532
H 0.6337 4.7297 1.2089
H -1.9273 -3.4155 1.7363
H 2.4481 5.4923 -0.5537
H 2.3493 5.1130 1.6832
H 2.9218 -0.2678 3.2756
H -3.9258 -0.4754 -0.1531
H -6.5576 -1.5363 -1.1642
H 2.6512 -4.5355 0.1237
H 0.1867 -0.3604 -1.6014
H -4.7504 1.2948 3.6710
H 1.8826 0.5625 -0.5710
H 1.4514 -5.8044 -1.2081
H 1.6761 -6.7495 0.2439
H 4.1817 -1.2540 3.9111
H -2.9483 1.2804 2.0466
H 4.1059 -2.7461 2.0677
H 3.5402 -2.9924 -0.4996
H -1.4962 -0.8387 -1.4600
H 2.6940 3.3676 -0.7887
H -0.3379 -2.7204 4.8981
H -5.2043 1.6323 -2.7256
H 1.2230 3.0795 4.1723
H 0.3060 5.2443 -2.7986
H -4.9472 2.4699 -4.2948
H 2.6486 2.3935 0.7086
H 2.4471 -2.4626 2.5311
H 0.7273 -2.3202 -1.0185
H 0.0427 -3.7591 2.5119
H 0.8523 0.6034 1.6506
H -4.4183 -2.3193 -0.1546
H -0.8618 1.4119 5.4405
H 2.6937 -0.9935 -2.1804
H -1.1046 2.0578 3.1073
H 1.2154 0.4361 5.4848
H 4.7865 -4.3896 -2.5614
H 0.9471 5.9131 2.4768
H 2.0317 3.5155 -3.1377
H 4.0678 1.7441 -1.9170
H -2.3559 -3.8702 -5.2345
H 0.3256 7.0085 0.3625
H -0.4418 -3.4189 -3.6280
H 3.2620 -2.8137 -4.0369
H -0.4255 -5.8257 1.2439
H -0.5188 -4.0427 -0.2695
H 1.1189 2.7726 -4.4371
H 0.2645 -2.1196 1.8615

=====

A cluster of 10 separate species, C11H42N12O10 in total in a non-equilibrium geometry, computed with ωB97M-V/def2-TZVPD.

Calculated values
**SMILES**: NC(N)=O.NC(N)=O.NC(N)=O.NC(N)=O.NC(N)=O.NC(N)=O.CCO.CO.CO.CO
**Total energy**: -1853.63698 Eh
**Orbital gap**: 0.3586 Ha

Cartesian coordinates (Å):
O 1.3759 1.3959 1.7070
O 2.9056 -1.1660 1.5148
O -4.4410 -0.1460 -0.1007
O -1.7482 2.2475 -0.4764
O 1.5410 -0.1247 -0.7618
O 2.0348 1.5199 -5.3986
O 3.0535 4.6198 1.1948
O -0.6516 -3.4997 -4.2444
O -3.0268 1.5696 5.3136
O -1.1229 -5.2429 1.6419
N -0.4943 -1.1527 -1.3222
N 2.3324 0.3240 -3.4298
N -2.9443 -1.9068 -0.9213
N 2.7450 2.8624 -0.3800
N -0.4117 -0.2876 0.6905
N -0.8321 -3.5676 -0.1654
N -2.8650 -1.3748 1.2090
N 1.1001 -2.1030 -3.8144
N -0.6462 -2.9120 1.8640
N 4.4400 2.6763 0.9630
N 0.4580 1.2178 -3.7189
N -0.8472 -1.1599 -4.0407
C -2.7846 2.7729 -1.3347
C 2.7369 -2.5431 1.2290
C 0.2445 -0.5487 -0.4228
C -1.8856 1.8706 4.5003
C -2.1404 1.8640 2.9796
C -3.4108 -1.1268 0.0290
C 3.4165 3.4424 0.6004
C 1.7402 1.6883 2.9959
C -0.9624 -3.9294 1.1105
C 1.6231 1.0612 -4.1603
C -0.1289 -2.2557 -4.1813
H 0.2197 1.0426 -2.7605
H 0.1922 0.2740 1.3188
H -3.3606 -1.8368 -1.8678
H 2.0780 0.0553 -2.4373
H -3.0676 2.2947 2.6303
H 1.9344 -2.6203 0.5099
H 3.3065 0.1330 -3.7460
H -0.1153 1.8253 -4.2476
H -0.6532 -3.0815 2.8824
H -0.9765 -4.2549 -0.9578
H 4.8391 3.0367 1.8731
H -2.6797 1.5485 6.2284
H -1.5373 2.8599 4.6712
H 1.3709 1.0443 3.7673
H -3.6364 3.2145 -0.8033
H 1.5359 -2.8498 -3.3863
H -3.2613 -0.9469 2.1173
H 3.6008 -2.9596 0.7765
H -2.3735 3.4235 -2.1274
H -0.4283 -0.2492 -4.1120
H -3.1881 1.9908 -1.9778
H -2.6018 -2.8688 -0.8133
H -1.3475 2.4910 2.4210
H -2.0547 0.8182 2.6241
H 2.0767 1.7884 1.1417
H -0.3406 -1.9630 1.5470
H -1.3723 -0.5973 0.9344
H -2.0997 1.5783 0.0865
H -1.8428 -1.2062 -4.1632
H 1.6136 -1.1793 -3.6405
H -0.6353 -2.6179 -0.5135
H 1.8418 3.3436 -0.6709
H 2.9621 -0.7210 0.6668
H 1.4558 2.6676 3.2161
H 2.9498 1.9300 -0.6537
H -0.0668 -1.4098 -2.2527
H -1.5241 -1.4102 -1.1312
H 4.6219 1.7527 0.7286
H -2.1623 -2.0818 1.4256
H 2.5127 -3.1912 2.1083
H 2.7955 1.5917 3.1942
H -0.9854 1.2557 4.7240